A) Density functional theory data (ωB97M-V/def2-TZVPD) for one molecule with the formula C3H2N2O2.

The geometry in XYZ format:
```
9
Properties=species:S:1:pos:R:3:mulliken_charge:R:1
O -0.56 2.37 -1.79 -0.390
O 0.51 0.87 -0.47 -0.221
N -0.89 -2.68 0.94 -0.362
N 0.95 -0.98 0.67 -0.080
C 0.15 0.14 0.57 -0.289
C 0.00 -1.94 0.87 0.418
C -0.56 1.74 -0.79 0.251
H 1.71 -1.18 0.01 0.286
H -1.33 1.66 -0.01 0.388
```

Calculated values
HOMO   -10.4381 eV
2S+1   1
Frontier orbital gap   10.531 eV



B) Density functional theory data (ωB97M-V/def2-TZVPD) for a 2-piece molecular cluster, C3H2N2O2 overall.

The geometry in XYZ format:
```
9
Properties=species:S:1:pos:R:3:mulliken_charge:R:1
O 1.15 1.73 -0.03 -0.382
O 0.39 -1.57 -1.77 -0.365
N 1.63 -0.07 1.36 -0.493
N -2.09 0.33 0.20 -0.522
C 1.40 0.84 0.65 0.577
C -1.44 -0.54 -0.43 0.204
C -0.42 -0.99 -1.16 0.407
H -2.02 1.28 0.01 0.268
H 1.41 -1.01 1.17 0.308
```

Calculated values
Structure (SMILES)   N=C=C=O.N=C=O
HOMO   -8.7001 eV
2S+1   1
Frontier orbital gap   7.158 eV



On energetic grounds, A) is preferred over the next structure by 2.1 kcal/mol.



A) Density functional theory data (ωB97M-V/def2-TZVPD) for one molecule with the formula C3H2N2O2.

The geometry in XYZ format:
```
9
Properties=species:S:1:pos:R:3:mulliken_charge:R:1
O 0.60 0.41 0.34 -0.232
O 1.28 -1.40 -0.86 -0.484
N -1.42 1.01 1.20 -0.162
N -1.39 -0.64 -0.49 -0.554
C -0.75 0.15 0.23 0.549
C -1.62 2.01 0.57 -0.062
C 1.51 -0.44 -0.19 0.221
H -0.77 -1.26 -1.01 0.360
H 2.51 -0.10 0.11 0.364
```

Calculated values
HOMO   -11.2605 eV
2S+1   1
Frontier orbital gap   11.271 eV



B) Density functional theory data (ωB97M-V/def2-TZVPD) for one molecule with the formula C3H2N2O2.

The geometry in XYZ format:
```
9
Properties=species:S:1:pos:R:3:mulliken_charge:R:1
O 2.10 -2.16 -0.68 -0.241
O -2.88 -0.17 -0.14 -0.450
N 1.77 -1.54 0.30 0.004
N 0.35 0.30 0.27 -0.061
C -2.09 0.73 0.01 0.084
C -0.78 0.58 0.63 0.080
C 1.52 -0.11 0.01 -0.060
H -2.34 1.79 -0.19 0.295
H 2.34 0.57 -0.21 0.350
```

Calculated values
HOMO (alpha / beta)   -8.9737 / -8.9741 eV
2S+1   1
Frontier orbital gap (alpha / beta)   7.884 / 7.882 eV



On energetic grounds, A) is preferred over the next structure by 69.9 kcal/mol.